Density functional theory data (ωB97M-V/def2-TZVPD) for one molecule with the formula C6H10 at a distorted geometry.

Bonds (Å) are listed after each position.
CARTESIAN COORDINATES (ANGSTROEM)
1 C -0.72260 -1.23878 0.64577  C2 1.553, C6 1.540, H7 1.098, H8 1.094
2 C -1.35966 0.17627 0.59634  C1 1.553, C3 1.533, H9 1.092, H10 1.088
3 C -0.49500 0.60438 -0.59465  C2 1.533, C4 1.527, C6 1.575, H11 1.105
4 C 0.89424 1.21146 -0.41303  C3 1.527, C5 1.541, H12 1.095, H13 1.087
5 C 1.49468 -0.15614 -0.03180  C4 1.541, C6 1.548, H14 1.099, H15 1.094
6 C 0.18374 -0.81528 -0.52568  C1 1.540, C3 1.575, C5 1.548, H16 1.070
7 H -0.18970 -1.45047 1.58268  C1 1.098
8 H -1.41182 -2.06954 0.47011  C1 1.094
9 H -2.41941 0.12027 0.34097  C2 1.092
10 H -1.21977 0.81392 1.46619  C2 1.088
11 H -1.05679 0.98121 -1.46784  C3 1.105
12 H 1.29334 1.50911 -1.38868  C4 1.095
13 H 0.97162 2.03747 0.29006  C4 1.087
14 H 1.60340 -0.25994 1.05711  C5 1.099
15 H 2.45847 -0.42042 -0.47744  C5 1.094
16 H -0.02475 -1.04352 -1.55011  C6 1.070

Calculated values
energy above the lowest of the compared OMol25 structures with the same formula, charge and spin = 198.8 kJ/mol
HOMO = -8.99 eV
E_LUMO = 1.25 eV
structure (SMILES) = C1C[C@H]2CC[C@@H]12